# 1
Below is ClH3N2S as an isolated structure at a distorted geometry, with properties calculated with the ωB97M-V functional and the def2-TZVPD basis.

Computed properties:
HOMO level, eV: -9.38
Net charge: 0
Maximum force, eV/A: 2.01
Kohn-Sham gap, eV: 7.6
Molecular weight, g/mol: 98.56
Energy relative to the best compared isomer or geometry (same formula, charge and spin), eV: 0.680
E, hartree: -969.6097

Structure (XYZ):
```
7
ClH3N2S (the ωB97M-V functional and the def2-TZVPD basis)
N -0.63 0.28 -1.60
N 0.80 -0.44 0.19
S -0.68 -0.17 -0.17
Cl -0.14 0.22 2.78
H -1.49 0.74 -1.99
H 0.72 -0.37 1.38
H 1.42 -0.26 -0.58
```

Mulliken atomic charge list, values in e, 6 entries: N -0.48; N -0.36; S 0.59; Cl -0.68; H 0.29; H 0.34

# 2
Below is a 2-piece molecular cluster, C5H10BrP overall at a distorted geometry, with properties calculated with the ωB97M-V functional and the def2-TZVPD basis.

Computed properties:
HOMO level, eV: -8.15
Net charge: 0
Maximum force, eV/A: 6.32
Kohn-Sham gap, eV: 8.3
Molecular weight, g/mol: 181.01
Energy relative to the best compared isomer or geometry (same formula, charge and spin), eV: 2.966
E, hartree: -3111.7373

Structure (XYZ):
```
17
C5H10BrP (the ωB97M-V functional and the def2-TZVPD basis)
C 1.75 -2.13 -0.54
C 1.50 -1.05 0.17
C -0.89 1.55 0.27
C -1.65 -0.91 -0.67
C 2.22 0.15 0.72
P -0.87 -0.28 0.87
Br 4.06 0.22 0.07
H 1.14 -2.86 -0.81
H 2.85 -2.19 -0.69
H -1.93 1.94 0.10
H -0.34 1.29 -0.64
H -0.31 2.04 1.03
H -1.27 -0.37 -1.57
H -2.73 -0.75 -0.59
H -1.48 -1.98 -0.90
H 2.23 0.01 1.91
H 1.60 1.13 0.48
```

Mulliken atomic charge list, values in e, 6 entries: C -0.84; C 0.12; C -1.05; C -0.95; C -0.30; P 0.21

# 3
Below is C27H23N4OPPdS as an isolated structure, with properties calculated with the ωB97M-V functional and the def2-TZVPD basis.

Computed properties:
HOMO level (alpha / beta), eV: -6.73 / -6.73
Net charge: 0
Maximum force, eV/A: 0.78
Kohn-Sham gap (alpha / beta), eV: 7.0 / 7.0
Molecular weight, g/mol: 588.97
Energy relative to the best compared isomer or geometry (same formula, charge and spin), eV: 0.698
E, hartree: -2204.3963

Structure (XYZ):
```
58
C27H23N4OPPdS (the ωB97M-V functional and the def2-TZVPD basis)
Pd 1.30 0.90 0.44
C 0.82 2.70 4.61
C 0.75 1.89 3.35
N 1.06 2.37 2.20
N 1.50 3.64 2.14
C 2.12 3.94 1.02
N 2.52 5.24 0.92
S 2.47 2.94 -0.35
C 0.37 0.48 3.40
C -0.41 -0.04 4.44
C -0.72 -1.39 4.44
C -0.25 -2.19 3.41
C 0.50 -1.60 2.41
N 0.81 -0.31 2.40
H 1.63 3.42 4.53
H 0.98 2.07 5.48
H -0.10 3.27 4.76
H 2.42 5.82 1.73
H 3.15 5.50 0.18
H -0.77 0.61 5.22
H -1.32 -1.81 5.23
H -0.46 -3.25 3.37
H 0.87 -2.18 1.58
O 3.56 -0.49 0.46
C 2.56 -0.38 -0.18
C 2.27 -1.23 -1.38
C 3.26 -2.08 -1.89
C 3.01 -2.77 -3.06
C 1.80 -2.62 -3.73
C 0.81 -1.79 -3.22
C 1.04 -1.11 -2.03
P -0.16 -0.06 -1.17
C -1.11 0.67 -2.53
C -0.49 1.69 -3.25
C -1.15 2.28 -4.32
C -2.42 1.86 -4.67
C -3.05 0.85 -3.95
C -2.39 0.26 -2.88
C -1.32 -1.24 -0.41
C -1.43 -2.59 -0.75
C -2.34 -3.40 -0.08
C -3.15 -2.88 0.91
C -3.06 -1.54 1.25
C -2.14 -0.73 0.60
H 4.20 -2.15 -1.37
H 3.77 -3.42 -3.47
H 1.63 -3.15 -4.66
H -0.13 -1.67 -3.74
H 0.49 2.04 -2.95
H -0.66 3.07 -4.87
H -2.93 2.32 -5.51
H -4.04 0.53 -4.21
H -2.88 -0.53 -2.31
H -0.80 -3.01 -1.52
H -2.41 -4.45 -0.35
H -3.86 -3.52 1.42
H -3.68 -1.12 2.03
H -2.04 0.31 0.89
```

Mulliken atomic charge list, values in e, 6 entries: Pd -0.56; C -1.59; C 0.68; N 0.71; N -1.16; C 0.59

# 4
Below is C8H24N2O4Sr2 as an isolated structure at a distorted geometry, with properties calculated with the ωB97M-V functional and the def2-TZVPD basis.

Computed properties:
Expectation value of S²: 0.75
HOMO level (alpha / beta), eV: -16.59 / -16.59
2S+1: 2
Net charge: +3
Maximum force, eV/A: 3.39
Kohn-Sham gap (alpha / beta), eV: 5.8 / 3.1
Molecular weight, g/mol: 387.53
E, hartree: -790.0126

Structure (XYZ):
```
40
C8H24N2O4Sr2 (the ωB97M-V functional and the def2-TZVPD basis)
Sr -3.37 -3.67 0.25
Sr 0.18 -3.87 0.59
O -2.03 -4.52 2.06
H -2.04 -4.51 3.03
O -1.59 -2.00 0.54
H -1.36 -1.09 0.82
C 0.37 0.21 4.21
C -0.81 0.02 3.29
C -0.56 0.67 1.94
O -0.46 2.02 2.21
C -0.54 2.86 1.07
N -0.92 -1.42 3.17
H 1.27 -0.21 3.75
H 0.26 -0.26 5.19
H 0.60 1.27 4.37
H -1.66 0.46 3.81
H -1.34 0.42 1.21
H 0.33 0.27 1.47
H 0.18 2.61 0.30
H -0.49 3.91 1.35
H -1.56 2.91 0.70
H -1.33 -1.70 2.29
H -1.49 -1.83 3.90
C -0.29 0.83 -1.59
C 0.18 -0.05 -2.79
C 1.61 0.21 -3.28
O 1.65 1.36 -4.14
C 2.89 1.67 -4.79
N 0.02 -1.38 -2.41
H -0.13 1.87 -1.86
H 0.29 0.49 -0.72
H -1.31 0.68 -1.24
H -0.49 0.16 -3.62
H 1.84 -0.60 -3.97
H 2.38 0.15 -2.51
H 2.98 0.97 -5.62
H 3.81 1.45 -4.26
H 3.05 2.67 -5.18
H 0.67 -1.57 -1.67
H -0.81 -1.46 -1.85
```

Mulliken atomic charge list, values in e, 6 entries: Sr 1.78; Sr 1.68; O -0.95; H 0.17; O -0.93; H -0.57

# 5
Below is a 7-piece molecular cluster, C34H66N8O2Si overall, with properties calculated with the ωB97M-V functional and the def2-TZVPD basis.

Computed properties:
HOMO level, eV: -8.05
Structure (SMILES): CC(=O)N(C)CCCC[SiH2]C[C@@H](O)CN.CCCC#N.CCCC#N.CCCC#N.CCCC#N.CCCC#N.CCCC#N
Net charge: 0
Maximum force, eV/A: 0.39
Kohn-Sham gap, eV: 8.6
Molecular weight, g/mol: 647.04
E, hartree: -2213.0632

Structure (XYZ):
```
111
C34H66N8O2Si (the ωB97M-V functional and the def2-TZVPD basis)
C 3.67 3.13 0.76
C 4.13 1.81 1.30
O 4.57 1.67 2.41
N 4.02 0.68 0.39
C 5.35 0.33 -0.11
C 3.39 -0.46 1.06
C 1.92 -0.15 1.41
C 0.88 -1.08 0.75
C -0.36 -0.35 0.20
Si -2.03 -1.14 0.56
C -3.22 0.14 1.25
C -4.59 0.15 0.56
O -5.26 -1.07 0.88
C -5.44 1.36 1.00
N -5.64 2.40 -0.01
H 4.55 3.67 0.40
H 3.20 3.70 1.56
H 3.00 3.00 -0.09
H 6.04 0.05 0.69
H 5.77 1.17 -0.66
H 5.24 -0.50 -0.81
H 3.44 -1.30 0.36
H 3.95 -0.74 1.96
H 1.71 0.88 1.11
H 1.80 -0.18 2.50
H 0.58 -1.84 1.48
H 1.37 -1.61 -0.07
H -0.39 0.67 0.60
H -0.25 -0.25 -0.89
H -2.61 -1.73 -0.68
H -1.83 -2.27 1.51
H -2.76 1.13 1.13
H -3.40 -0.01 2.32
H -4.45 0.22 -0.53
H -5.31 -1.61 0.08
H -6.40 0.98 1.35
H -4.95 1.84 1.85
H -5.64 2.05 -0.96
H -4.95 3.13 0.09
C 7.92 5.97 -2.90
C 8.32 4.85 -1.94
C 7.68 3.51 -2.31
C 6.22 3.56 -2.28
N 5.07 3.61 -2.24
H 6.84 6.14 -2.88
H 8.41 6.90 -2.62
H 8.20 5.73 -3.92
H 8.03 5.11 -0.92
H 9.40 4.72 -1.94
H 8.00 2.72 -1.62
H 7.98 3.20 -3.31
C -5.86 0.55 7.12
C -5.01 -0.62 6.64
C -3.56 -0.21 6.35
C -3.47 0.80 5.30
N -3.40 1.57 4.45
H -5.92 1.33 6.36
H -6.87 0.22 7.34
H -5.44 0.99 8.03
H -5.44 -1.05 5.73
H -4.99 -1.41 7.39
H -2.97 -1.08 6.02
H -3.08 0.19 7.25
C 0.08 2.70 2.99
C -0.23 4.17 3.20
C -1.74 4.47 3.27
C -2.42 4.09 2.03
N -2.94 3.79 1.05
H -0.33 2.35 2.03
H 1.15 2.53 2.98
H -0.36 2.09 3.77
H 0.21 4.77 2.40
H 0.21 4.52 4.14
H -1.92 5.53 3.44
H -2.20 3.90 4.08
C 4.96 -4.06 -4.03
C 5.33 -3.40 -2.71
C 4.28 -3.66 -1.62
C 2.95 -3.18 -1.98
N 1.90 -2.82 -2.26
H 4.04 -3.65 -4.45
H 5.76 -3.92 -4.77
H 4.82 -5.14 -3.90
H 5.45 -2.32 -2.85
H 6.28 -3.78 -2.34
H 4.57 -3.19 -0.68
H 4.20 -4.74 -1.43
C -0.45 -5.50 -2.65
C 0.13 -6.90 -2.79
C 1.63 -6.90 -3.10
C 1.93 -6.22 -4.36
N 2.17 -5.67 -5.34
H -0.34 -4.94 -3.58
H -1.50 -5.54 -2.40
H 0.06 -4.93 -1.87
H -0.39 -7.45 -3.57
H -0.01 -7.46 -1.86
H 2.02 -7.91 -3.17
H 2.18 -6.38 -2.31
C -8.37 0.77 -3.32
C -6.89 0.67 -3.66
C -6.42 -0.77 -3.88
C -6.63 -1.60 -2.69
N -6.79 -2.20 -1.73
H -8.60 0.25 -2.39
H -8.67 1.81 -3.20
H -8.99 0.33 -4.12
H -6.30 1.12 -2.86
H -6.67 1.23 -4.57
H -5.36 -0.80 -4.13
H -6.97 -1.23 -4.70
```

Mulliken atomic charge list, values in e, 6 entries: C -1.25; C 0.66; O -0.58; N 0.07; C -0.15; C 0.13

# 6
Below is C22H45CrN2P3Se2 as an isolated structure at a distorted geometry, with properties calculated with the ωB97M-V functional and the def2-TZVPD basis.

Computed properties:
Expectation value of S²: 3.94
HOMO level (alpha / beta), eV: -15.20 / -15.20
2S+1: 4
Net charge: +3
Maximum force, eV/A: 2.12
Kohn-Sham gap (alpha / beta), eV: 3.8 / 4.9
Molecular weight, g/mol: 640.45
Energy relative to the best compared isomer or geometry (same formula, charge and spin), eV: 0.000
E, hartree: -7845.2033

Structure (XYZ):
```
75
C22H45CrN2P3Se2 (the ωB97M-V functional and the def2-TZVPD basis)
Cr -0.12 0.39 0.49
P 0.17 2.31 1.80
P -2.47 0.74 0.16
P 2.18 0.12 0.10
H -1.55 -2.76 -8.00
C -0.70 -3.43 -7.81
C -0.86 -4.64 -7.28
H -1.85 -5.05 -7.06
C 0.40 3.89 0.90
C -1.20 2.72 2.93
C 1.59 2.30 2.95
C -3.01 -0.39 -1.15
C -3.62 0.39 1.53
C -3.00 2.37 -0.47
C 2.38 -1.15 -1.20
C 3.25 -0.47 1.43
C 3.08 1.55 -0.59
H 0.30 -3.07 -8.11
H 0.00 -5.30 -7.12
H 0.46 4.70 1.65
H -0.46 4.07 0.24
H 1.32 3.86 0.31
H -0.90 3.59 3.53
H -1.40 1.88 3.60
H -2.12 2.96 2.38
H 1.52 3.20 3.58
H 2.54 2.32 2.41
H 1.55 1.42 3.60
H -4.10 -0.39 -1.21
H -2.66 -1.41 -0.94
H -2.59 -0.08 -2.12
H -4.58 0.88 1.31
H -3.22 0.79 2.47
H -3.75 -0.69 1.62
H -4.10 2.38 -0.52
H -2.58 2.53 -1.47
H -2.66 3.18 0.19
H 3.45 -1.39 -1.30
H 1.99 -0.79 -2.16
H 1.83 -2.06 -0.91
H 4.30 -0.24 1.17
H 3.14 -1.55 1.55
H 3.00 0.03 2.38
H 4.14 1.28 -0.65
H 2.97 2.43 0.05
H 2.69 1.79 -1.59
C -0.01 0.34 -3.53
C -0.36 -1.02 -3.53
C -0.38 -1.71 -4.74
C -0.06 -1.05 -5.93
C 0.32 0.29 -5.91
C 0.35 0.99 -4.72
Se -0.04 1.54 -1.95
H -0.23 0.10 -1.36
H -0.62 -1.55 -2.60
H -0.68 -2.76 -4.76
H -0.12 -1.59 -6.86
H 0.59 0.78 -6.84
H 0.64 2.04 -4.68
C -1.78 -0.15 5.05
N -0.43 -0.67 4.98
C 0.42 -0.74 6.08
C 1.50 -1.47 5.70
N 1.30 -1.84 4.37
C 2.13 -2.77 3.65
C 0.13 -1.29 3.90
Se -0.54 -1.45 2.14
H -2.27 -0.37 4.09
H -1.78 0.92 5.25
H -2.34 -0.65 5.86
H 0.17 -0.29 7.02
H 2.37 -1.78 6.25
H 3.14 -2.39 3.54
H 2.17 -3.74 4.18
H 1.67 -2.93 2.67
```

Mulliken atomic charge list, values in e, 6 entries: Cr -0.81; P 0.99; P 0.88; P 1.07; H 0.34; C -0.56